[1]
# CH11NO4

A cluster of 4 separate species, CH11NO4 in total in a non-equilibrium geometry (ωB97M-V with the def2-TZVPD basis set, OMol25).

The SMILES is NCO.O.O.O. The energy above the lowest of the compared OMol25 structures with the same formula, charge and spin is 21.9 kcal/mol. The gap between HOMO and LUMO comes out at 9.9543 eV. For the molar mass, the calculation gives 101.10 g/mol. As for the LUMO energy: 0.3 eV. The energy is -400.38661 Ha.

The geometry in ORCA input format:
```
! wB97M-V def2-TZVPD RIJCOSX def2/J DEFGRID3
* xyz 0 1
N 0.074 -2.253 -0.857
C -0.027 -1.254 -1.906
O -0.659 -0.107 -1.506
H 0.507 -1.818 -0.004
H -0.905 -2.375 -0.525
H 0.885 -1.017 -2.467
H -0.627 -1.639 -2.753
H -1.050 -0.264 -0.624
O -1.520 0.063 0.969
H -2.377 0.379 1.281
H -1.050 0.115 1.776
O 2.065 1.704 -0.474
H 1.949 2.677 -0.551
H 1.228 1.333 -0.883
O 0.098 1.220 3.042
H 0.273 2.168 2.895
H 0.941 0.694 3.045
*
```

[2]
# CH2NO3

A cluster of 2 separate species, CH2NO3 in total in a non-equilibrium geometry (ωB97M-V with the def2-TZVPD basis set, OMol25).

The energy above the lowest of the compared OMol25 structures with the same formula, charge and spin is 36.4 kcal/mol. The gap between HOMO and LUMO comes out at 4.1562 eV. For the molar mass, the calculation gives 76.03 g/mol. As for the LUMO energy: 3.3 eV. The energy is -319.72602 Ha.

The geometry in ORCA input format:
```
! wB97M-V def2-TZVPD RIJCOSX def2/J DEFGRID3
* xyz -1 1
C 1.009 -1.968 1.759
N -0.806 0.194 -0.615
O 1.986 -2.419 1.269
O 0.113 -1.423 2.277
O -0.023 0.003 -1.787
H -1.659 0.639 -1.000
H -1.172 -0.792 -0.214
*
```

[3]
# C6H16N2

A structure of composition C6H16N2 in a non-equilibrium geometry (ωB97M-V with the def2-TZVPD basis set, OMol25).

The energy above the lowest of the compared OMol25 structures with the same formula, charge and spin is 121.4 kcal/mol. The gap between HOMO and LUMO comes out at 8.0985 eV. For the molar mass, the calculation gives 116.21 g/mol. As for the LUMO energy: 0.3 eV. The energy is -347.53131 Ha.

The geometry in ORCA input format:
```
! wB97M-V def2-TZVPD RIJCOSX def2/J DEFGRID3
* xyz 0 1
N -1.801 0.677 -1.216
C -2.566 -0.096 -0.340
C -2.338 -1.574 -0.480
C -3.441 0.408 0.530
N 0.986 -0.514 -1.066
C 1.983 -1.009 -0.399
C 3.247 -0.242 -0.014
C 2.947 1.146 0.533
H -0.856 0.319 -1.345
H -1.720 1.657 -0.969
H -0.786 1.876 1.419
H -2.500 -1.889 -1.512
H -2.988 -2.133 0.186
H -1.301 -1.811 -0.228
H -4.005 -0.241 1.185
H -3.583 1.473 0.647
H -0.572 1.171 1.474
H 2.085 -2.112 -0.330
H 0.970 -0.542 0.168
H 3.834 -0.860 0.665
H 3.825 -0.181 -0.937
H 3.858 1.695 0.761
H 2.354 1.704 -0.187
H 2.369 1.077 1.457
*
```